Formula: C17H26F5N4O10P2STa
Source: the OMol25 dataset
Level of theory: wB97M-V/def2-TZVPD

Geometry (Å):
Ta 0.86123 -0.74829 -0.95170
C 2.67652 0.76975 -3.28379
O 2.69535 -0.08292 -2.10368
C 3.90462 0.13327 -1.35662
C 3.77910 -0.67287 -0.10388
O 2.47411 -0.31187 0.47426
C 2.58003 0.23502 1.86765
C 1.88074 1.54508 2.06284
O 0.49174 1.35766 2.15101
C -0.17469 2.58779 2.42693
H 3.55054 0.52423 -3.88343
H 1.77484 0.55246 -3.83970
H 2.70174 1.81194 -2.96717
H 4.75840 -0.19137 -1.95313
H 3.99260 1.20021 -1.13477
H 3.77706 -1.74297 -0.28543
H 4.56800 -0.42568 0.59906
H 2.21114 -0.53877 2.53089
H 3.64269 0.37954 2.03586
H 2.27669 1.95750 3.00130
H 2.13790 2.25535 1.26489
H 0.16318 3.00167 3.38017
H 0.00981 3.31640 1.63219
H -1.23909 2.37874 2.48399
O -1.69445 -2.33107 -3.73007
P -0.51352 -2.14139 -2.77265
O 0.34603 -0.86350 -2.94526
O -0.81423 -1.93154 -1.27191
O 0.34658 -3.42428 -2.95174
P 1.55580 -3.84868 -1.88021
O 0.74901 -4.58522 -0.75241
O 2.64552 -4.52785 -2.53539
O 1.83011 -2.43446 -1.23930
H -2.35562 -1.62763 -3.82470
H 0.89170 -5.54356 -0.72891
F -2.90710 3.12903 -5.55996
C -2.17688 2.77851 -4.52459
C -2.61229 1.76770 -3.67810
F -3.75728 1.13625 -3.91610
C -1.83851 1.40091 -2.59691
F -2.29084 0.41434 -1.79895
C -0.61491 1.99836 -2.33388
S 0.36682 1.60588 -0.91711
C -0.20122 3.01212 -3.19041
F 0.96179 3.62191 -2.97528
C -0.96492 3.40665 -4.27671
F -0.53805 4.36405 -5.07647
C -3.61197 0.44132 3.15701
C -3.05291 -0.62888 4.08876
C -1.88319 -0.10848 4.91802
C -2.68748 -1.90741 3.33504
N -1.50351 -1.73330 2.47053
C -1.36977 -1.13692 1.30196
N -0.09154 -1.21499 0.96903
N 0.54143 -1.88248 1.96304
N -0.29749 -2.19144 2.85991
H -3.96250 1.29758 3.73197
H -4.45380 0.07111 2.56874
H -2.84530 0.81577 2.47127
H -3.85235 -0.93979 4.76666
H -1.06450 0.23508 4.27805
H -1.49204 -0.87260 5.59058
H -2.20256 0.73900 5.52330
H -3.50279 -2.24731 2.69751
H -2.41430 -2.71118 4.01528
H -2.16123 -0.69345 0.72265

- largest force on an atom (eV/Å) = 0.7
- orbital gap (eV) = 7.1
- net charge = +2
- E_HOMO (eV) = -14.82
- energy (eV) = -89031.1133